106
Properties=species:S:1:pos:R:3:forces:R:3 method="wB97M-V/def2-TZVPD" homo_ev=-7.566 lumo_ev=0.435 multiplicity=1 e_above_lowest_kcal_mol=0.0 gap_ha=0.294 e_tot_ha=-3656.703176 max_force_ev_per_a=1.57
Ca 0.4546 -0.8219 -0.7418 -0.9 0.3 0.7
S 3.1072 -0.2205 -3.2637 -0.4 0.1 0.3
P -1.3095 1.2162 1.8633 0.7 -0.4 -0.7
O -0.5801 0.5214 0.7283 -0.4 0.4 0.5
O 3.4218 1.0248 -3.9110 0.1 0.0 0.0
O 3.9573 -0.7103 -2.2103 0.2 0.1 0.1
N 2.3602 -1.4513 0.4422 0.7 -0.7 0.1
N -0.4459 -2.6739 0.8188 0.3 -0.2 0.1
N 2.6633 -2.7421 0.1049 -0.5 0.1 0.0
N 0.9240 -3.7430 -1.6319 -0.2 0.3 0.3
N 3.3114 -4.5029 -7.3715 0.0 0.0 0.0
N 0.6453 0.5394 -4.6411 -0.3 0.1 -0.1
N 0.0604 -2.7594 -2.0257 0.4 -0.8 -0.3
N 1.6263 -0.1657 -2.5899 -0.5 0.7 -1.3
N 0.4403 -3.7010 0.8592 -0.1 0.2 -0.4
N -0.5424 0.5698 -2.5648 0.0 -0.2 -0.2
C 3.4076 -2.7734 -4.1196 -0.1 0.0 0.0
C -1.4278 3.9786 2.7961 0.0 -0.1 0.0
C 2.9151 -1.1724 -5.8414 0.0 0.0 0.1
C 0.6418 -0.0974 3.3124 -0.1 0.1 0.0
C 0.3652 1.8502 5.2115 0.0 0.1 0.0
C 4.5549 -1.8177 0.7892 0.0 0.0 0.0
C -1.5853 1.1098 -3.1842 0.0 -0.1 0.2
C 0.1241 -4.5531 1.8462 0.1 0.0 0.0
C 0.5274 3.2155 1.4044 -0.1 0.0 0.0
C -0.9752 1.3016 4.7296 0.0 -0.1 0.0
C 3.1035 -1.4717 -4.4948 0.1 -0.3 -0.3
C -1.4035 5.4021 2.2147 -0.1 0.0 0.0
C 3.9692 -2.9680 0.3114 0.0 -0.1 0.0
C -3.4785 1.1243 0.1761 0.0 0.1 0.0
C 2.9949 -2.1725 -6.7907 0.0 0.0 0.0
C -5.6027 2.3441 0.7761 0.0 0.0 0.0
C -0.4148 1.0814 -5.2130 -0.1 0.0 0.0
C -0.9759 2.9834 1.7149 0.1 0.4 0.0
C 1.1370 -0.5140 4.6901 0.0 -0.1 0.0
C -1.3115 -2.9052 1.7963 -0.1 0.1 0.0
C -0.4094 -3.1350 -3.2071 -0.1 0.1 0.0
C -3.0723 0.9119 1.6509 -0.4 -0.1 0.0
C -1.0019 -4.0819 2.4891 0.0 0.0 0.0
C -4.0398 1.6389 2.6210 0.0 -0.1 0.0
C -4.7133 2.8228 1.9312 0.0 0.0 0.0
C -0.7953 0.4710 3.4306 0.1 -0.2 0.3
C -0.2698 5.5938 1.1964 0.0 0.0 0.0
C 0.1114 -4.3740 -3.5938 0.0 0.0 -0.1
C 3.5019 -0.9053 0.8416 -0.1 0.2 0.0
C -1.5795 1.4145 -4.5271 0.1 0.0 -0.1
C -4.9977 1.1259 0.0569 0.0 -0.1 0.0
C 3.2796 -3.4873 -6.4142 0.0 -0.1 -0.2
C 0.9102 4.6973 1.5471 0.1 0.0 0.0
C 0.9509 -4.7153 -2.5608 0.2 -0.1 0.2
C 3.4928 -3.7758 -5.0697 0.0 0.1 0.1
C 0.5653 0.3254 -3.3152 1.1 -0.1 0.4
C 1.3093 0.7083 5.6075 0.0 0.0 0.0
B 1.5763 -3.8228 -0.2063 -0.1 0.0 0.1
H -0.7481 3.9101 3.6470 0.0 0.0 0.0
H 2.8431 -1.9323 -7.8370 0.0 0.0 0.0
H 0.8169 2.4493 4.4143 0.0 0.0 0.0
H 5.5902 -1.6560 1.0298 0.0 0.0 0.0
H -6.5929 2.0892 1.1600 0.0 0.0 0.0
H 0.6484 -0.9321 2.6155 0.0 0.0 0.0
H -1.0993 -2.4906 -3.7317 0.0 0.0 0.0
H -1.5352 3.2215 0.7997 0.0 0.0 0.0
H -2.1329 -2.2222 1.9546 0.0 0.0 0.0
H -2.4294 1.8688 -5.0131 0.0 0.0 0.0
H -1.6989 2.1054 4.6087 0.0 0.0 0.0
H -3.0887 2.0764 -0.2006 0.0 0.0 0.0
H -3.1438 -0.1660 1.8398 0.0 0.0 0.0
H 0.7227 -5.4330 2.0136 0.0 0.0 0.0
H 2.3425 1.0602 5.5719 0.0 0.0 0.0
H 1.1482 2.6125 2.0699 0.0 0.0 0.0
H -3.5382 1.9487 3.5382 0.0 0.0 0.0
H 2.0995 -4.9043 -0.1145 0.0 0.1 0.0
H -3.9476 3.5072 1.5538 0.0 0.0 0.0
H -1.4546 -0.4045 3.4904 0.0 0.0 0.0
H -2.4240 3.7617 3.1783 0.0 0.0 0.0
H -5.3837 0.1989 0.4922 0.0 0.0 0.0
H 0.2174 2.5310 6.0520 0.0 0.0 0.0
H -1.2926 6.1179 3.0324 0.0 0.0 0.0
H 2.7099 -0.1531 -6.1308 0.0 0.0 0.0
H -5.2994 1.1123 -0.9915 0.0 0.0 0.0
H -2.4561 1.3018 -2.5650 0.0 0.0 0.0
H 1.2322 4.9074 2.5720 0.0 0.0 0.0
H -3.0212 0.3500 -0.4382 0.0 0.0 0.0
H 2.0759 -1.0614 4.5981 0.0 0.0 0.0
H 3.5940 -2.9904 -3.0763 0.0 0.0 0.0
H 1.5738 -5.5811 -2.4064 0.0 0.0 0.0
H 3.7258 -4.7898 -4.7641 0.0 0.0 0.0
H -5.7504 3.1618 0.0675 0.0 0.0 0.0
H 1.1176 0.4239 6.6449 0.0 0.0 0.0
H -0.0750 -4.9237 -4.4995 0.0 0.0 0.0
H -0.3498 1.2607 -6.2826 0.1 0.0 0.0
H 0.0289 6.6420 1.1590 0.0 0.0 0.0
H -1.3893 0.6505 5.5044 0.0 0.0 0.0
H -2.3678 5.6175 1.7461 0.0 0.0 0.0
H 3.5210 0.1354 1.1283 0.0 0.0 0.0
H -1.5228 -4.5287 3.3178 0.0 0.0 0.0
H 3.8329 -5.3235 -7.1098 0.0 0.0 0.0
H -5.3011 3.3980 2.6486 0.0 0.0 0.0
H 1.3248 0.6447 2.8907 0.0 0.0 0.0
H 4.3832 -3.9415 0.1062 0.0 0.0 0.0
H 0.7354 2.8651 0.3938 0.0 0.0 0.0
H 3.5181 -4.2004 -8.3095 0.0 0.0 0.0
H 0.4197 -1.2191 5.1229 0.0 0.0 0.0
H 1.7689 4.9103 0.9095 0.0 0.0 0.0
H -0.6172 5.3448 0.1888 0.0 0.0 0.0
H -4.8092 0.9311 2.9409 0.0 0.0 0.0